A) 2 unconnected molecules or ions with the total composition C11H14N2O. Source: the OMol25 dataset; level of theory: ωB97M-V/def2-TZVPD.

```
! wB97M-V def2-TZVPD RIJCOSX def2/J DEFGRID3
* xyz 0 1
C 1.76 1.76 -0.16
C 1.65 0.41 0.43
C 1.37 -0.64 -0.52
C 1.57 0.04 1.75
C 1.41 -1.99 -0.12
C 1.57 -1.28 2.16
C 1.36 -2.28 1.24
O 1.13 -3.50 1.79
H 2.53 1.77 -0.95
H 1.99 2.53 0.60
H 0.96 -0.28 -1.46
H 1.64 0.94 2.43
H 1.29 -2.78 -0.85
H 1.31 -1.62 3.17
H 1.31 -4.23 1.19
H 1.02 2.29 -0.81
C -2.79 2.62 0.32
C -2.33 0.28 -0.56
C -2.26 1.65 -0.67
C -1.12 0.90 -2.34
N -1.54 -0.19 -1.63
N -1.45 2.00 -1.75
H -3.06 -0.33 -0.10
H -1.07 -1.06 -1.41
H -2.30 3.58 0.05
H -2.58 2.36 1.37
H -0.47 0.67 -3.17
H -3.87 2.66 0.24
*
```

Values from the calculation:
HOMO level   -8.35 eV
HOMO-LUMO gap   9.00 eV

B) 2 unconnected molecules or ions with the total composition C11H14N2O. Source: the OMol25 dataset; level of theory: ωB97M-V/def2-TZVPD.

```
! wB97M-V def2-TZVPD RIJCOSX def2/J DEFGRID3
* xyz 0 1
C -0.91 3.78 -1.05
C -1.33 2.90 2.36
C -0.68 3.48 0.39
C 0.12 4.13 1.28
N -1.55 2.67 1.10
N -0.28 3.74 2.53
H -2.06 2.62 3.10
H 0.04 4.08 3.42
H 0.82 4.93 1.16
H -1.27 4.81 -1.18
H -1.81 3.27 -1.36
H -0.07 3.47 -1.67
C 0.81 -1.58 -2.81
C 0.38 -3.48 1.02
C -0.48 -2.43 0.65
C 1.18 -4.08 0.07
C -0.31 -1.87 -0.59
C 1.28 -3.51 -1.20
C 0.72 -2.27 -1.47
O 0.27 -3.90 2.32
H -1.25 -2.14 1.34
H 1.09 -4.31 2.62
H 1.69 -5.01 0.29
H -0.99 -1.14 -1.01
H 2.04 -3.88 -1.89
H 0.95 -0.52 -2.66
H -0.09 -1.84 -3.38
H 1.66 -1.93 -3.38
*
```

Values from the calculation:
HOMO level   -8.23 eV
HOMO-LUMO gap   9.13 eV

Quick ranking, most stable first: B), A).

A) 2 unconnected molecules or ions with the total composition ClH2NO. Source: the OMol25 dataset; level of theory: ωB97M-V/def2-TZVPD.

```
! wB97M-V def2-TZVPD RIJCOSX def2/J DEFGRID3
* xyz 0 1
N -0.27 1.11 1.16
O 0.37 0.40 1.89
Cl -0.21 -1.60 -1.42
H 0.07 2.09 1.00
H 0.05 -2.00 -2.63
*
```

Values from the calculation:
HOMO level   -9.45 eV
HOMO-LUMO gap   9.14 eV

B) 2 unconnected molecules or ions with the total composition ClH2NO. Source: the OMol25 dataset; level of theory: ωB97M-V/def2-TZVPD.

```
! wB97M-V def2-TZVPD RIJCOSX def2/J DEFGRID3
* xyz 0 1
N 1.59 -0.24 -0.40
O 1.92 -0.27 0.73
Cl -2.35 -0.12 0.26
H 0.57 -0.21 -0.53
H -1.73 0.84 -0.06
*
```

Values from the calculation:
HOMO level   -9.44 eV
HOMO-LUMO gap   9.27 eV

Quick ranking, most stable first: A), B).

A) 2 unconnected molecules or ions with the total composition C4H11N3. Source: the OMol25 dataset; level of theory: ωB97M-V/def2-TZVPD.

```
! wB97M-V def2-TZVPD RIJCOSX def2/J DEFGRID3
* xyz 0 1
C -0.71 -0.07 0.39
C 1.19 0.64 0.03
C -1.21 0.66 1.61
C 1.59 0.26 -1.29
N -0.62 -1.47 0.55
N -1.18 0.44 -0.79
N -1.00 -0.22 -1.89
H -0.48 -1.76 1.51
H 0.02 -1.95 -0.06
H -0.91 -1.25 -1.71
H 1.04 1.70 0.22
H 1.58 0.08 0.87
H -2.17 0.26 1.93
H -1.34 1.71 1.37
H -0.50 0.56 2.43
H 2.08 -0.71 -1.37
H 2.10 1.03 -1.87
H 0.53 0.08 -1.93
*
```

Values from the calculation:
HOMO level   -8.80 eV
HOMO-LUMO gap   9.70 eV

B) A molecular structure, C4H11N3. Source: the OMol25 dataset; level of theory: ωB97M-V/def2-TZVPD.

```
! wB97M-V def2-TZVPD RIJCOSX def2/J DEFGRID3
* xyz 0 1
C 0.02 1.40 -0.99
C -0.06 0.86 0.41
N 1.65 0.36 0.87
N -0.67 1.39 1.40
H 1.62 0.57 1.86
H 2.49 0.76 0.45
H -1.31 2.13 1.13
H -0.94 1.32 -1.50
H 0.76 0.84 -1.55
H 0.31 2.46 -0.97
C -0.48 -1.89 -1.02
C -0.64 -1.04 0.21
N -1.38 -1.46 1.14
H -1.45 -0.76 1.90
H 1.37 -0.65 0.68
H -0.88 -1.37 -1.90
H 0.58 -2.08 -1.22
H -1.01 -2.84 -0.91
*
```

Values from the calculation:
HOMO level   -7.36 eV
HOMO-LUMO gap   7.99 eV

Quick ranking, most stable first: A), B).

A) C4H11N3 in the gas phase. Source: the OMol25 dataset; level of theory: ωB97M-V/def2-TZVPD.

```
! wB97M-V def2-TZVPD RIJCOSX def2/J DEFGRID3
* xyz 0 1
C -0.73 0.66 1.63
C -0.53 1.20 0.24
C 0.08 0.16 -0.77
N 1.42 -1.91 -2.29
C 1.68 -1.55 -1.07
N 1.45 -0.25 -0.62
N -1.97 -0.08 1.68
H 0.14 0.12 1.83
H -0.82 1.41 2.39
H 0.12 2.09 0.54
H -1.31 1.93 -0.14
H -0.52 -0.72 -0.76
H 0.00 0.55 -1.80
H 1.49 -1.06 -2.90
H 1.91 -2.18 -0.17
H 2.19 0.06 -0.05
H -1.82 -0.80 1.02
H -2.76 0.36 1.25
*
```

Values from the calculation:
HOMO level   -9.02 eV
HOMO-LUMO gap   9.99 eV

B) A molecular structure, C4H11N3. Source: the OMol25 dataset; level of theory: ωB97M-V/def2-TZVPD.

```
! wB97M-V def2-TZVPD RIJCOSX def2/J DEFGRID3
* xyz 0 1
C 1.02 -2.13 -0.57
N -0.14 -1.45 -0.01
C -0.80 -0.46 -0.83
N -1.19 -0.42 -1.97
H -0.75 -2.03 0.55
H 0.82 -3.19 -0.73
H 1.22 -1.63 -1.52
H 1.88 -2.05 0.11
C -0.74 2.24 -0.41
C 0.63 0.38 1.40
N -0.80 0.90 0.16
H -1.64 0.80 0.72
H -1.60 2.84 -0.13
H -0.71 2.13 -1.50
H 0.16 2.77 -0.08
H 0.40 1.23 2.03
H 0.75 -0.50 2.03
H 1.47 0.58 0.74
*
```

Values from the calculation:
HOMO level   -7.00 eV
HOMO-LUMO gap   7.32 eV

C) 2 unconnected molecules or ions with the total composition C4H11N3. Source: the OMol25 dataset; level of theory: ωB97M-V/def2-TZVPD.

```
! wB97M-V def2-TZVPD RIJCOSX def2/J DEFGRID3
* xyz 0 1
C 1.57 -1.19 0.30
C 1.07 0.11 0.95
N 0.59 -0.07 2.21
N 0.96 1.23 0.38
H 0.88 -0.86 2.74
H 0.36 0.77 2.72
H 1.06 1.16 -0.69
H 2.01 -0.99 -0.68
H 2.35 -1.59 0.95
H 0.78 -1.93 0.22
N -1.63 1.65 -1.03
C -1.38 0.41 -1.60
C -1.48 -0.75 -0.93
H -1.25 2.43 -1.53
H -1.33 1.70 -0.06
H -1.56 0.40 -2.67
H -1.43 -0.77 0.14
H -1.56 -1.69 -1.45
*
```

Values from the calculation:
HOMO level   -8.09 eV
HOMO-LUMO gap   9.08 eV

D) C4H11N3 in the gas phase. Source: the OMol25 dataset; level of theory: ωB97M-V/def2-TZVPD.

```
! wB97M-V def2-TZVPD RIJCOSX def2/J DEFGRID3
* xyz 0 1
C 1.37 -0.72 -2.00
C 0.59 -0.90 -0.68
C 1.16 0.03 0.37
N 0.14 0.93 0.94
C -1.10 0.50 1.28
N -2.13 1.38 0.91
N -1.27 -0.66 1.79
H 1.34 0.32 -2.32
H 2.39 -1.03 -1.75
H 0.95 -1.34 -2.80
H -0.46 -0.75 -0.88
H 0.60 -1.95 -0.38
H 1.95 0.71 0.07
H 1.52 -0.56 1.23
H 0.34 1.91 0.85
H -2.12 1.62 -0.07
H -3.02 1.25 1.35
H -2.24 -0.73 2.08
*
```

Values from the calculation:
HOMO level   -8.47 eV
HOMO-LUMO gap   9.43 eV

Quick ranking, most stable first: D), C), A), B).

A) 2 unconnected molecules or ions with the total composition C5H12O3. Source: the OMol25 dataset; level of theory: ωB97M-V/def2-TZVPD.

```
! wB97M-V def2-TZVPD RIJCOSX def2/J DEFGRID3
* xyz 0 1
O 1.50 3.74 1.81
C 1.21 2.63 1.46
C 0.37 2.47 0.21
C 1.06 1.38 -0.70
C 0.22 0.07 -0.92
C 1.02 -1.09 -0.24
O 0.16 -2.25 -0.24
H 1.52 1.63 1.86
H -0.62 2.02 0.35
H 0.17 3.41 -0.35
H 1.39 1.97 -1.58
H 2.02 1.12 -0.29
H 0.17 -0.09 -2.00
H -0.76 0.07 -0.44
H 1.87 -1.40 -0.86
H 1.27 -0.86 0.79
H -0.45 -2.08 0.49
H -4.45 -3.56 0.41
H -3.71 -4.78 -0.28
O -3.98 -4.40 0.54
*
```

Values from the calculation:
HOMO level   -9.88 eV
HOMO-LUMO gap   10.45 eV

B) 2 unconnected molecules or ions with the total composition C5H12O3. Source: the OMol25 dataset; level of theory: ωB97M-V/def2-TZVPD.

```
! wB97M-V def2-TZVPD RIJCOSX def2/J DEFGRID3
* xyz 0 1
C -2.12 1.73 1.77
C -1.50 -0.51 0.62
C 2.61 -1.53 -2.09
C 1.49 -0.90 -0.10
C -1.96 0.98 0.38
O 2.54 -0.16 0.22
O -0.94 1.53 -0.45
O 1.49 -1.59 -1.21
H -2.77 1.17 2.49
H -2.66 2.60 1.54
H -1.20 1.95 2.22
H -0.45 -0.54 1.12
H -1.44 -0.95 -0.36
H -2.14 -1.03 1.36
H 3.41 -2.27 -2.02
H 3.17 -0.61 -1.80
H 2.19 -1.61 -3.09
H -2.91 0.93 -0.14
H 3.33 -0.28 -0.34
H -0.13 1.10 -0.10
*
```

Values from the calculation:
HOMO level   -8.93 eV
HOMO-LUMO gap   9.34 eV

C) 3 unconnected molecules or ions with the total composition C5H12O3. Source: the OMol25 dataset; level of theory: ωB97M-V/def2-TZVPD.

```
! wB97M-V def2-TZVPD RIJCOSX def2/J DEFGRID3
* xyz 0 1
C 2.03 -1.51 -1.72
C 0.87 -1.89 -0.81
C 0.06 -0.96 -0.30
O 0.15 0.34 -0.72
C -0.98 -1.26 0.71
C -2.24 -0.85 0.61
H 1.88 -0.50 -2.09
H 2.95 -1.59 -1.15
H 2.04 -2.16 -2.59
H 0.79 -2.88 -0.39
H -0.49 0.94 -0.29
H -0.78 -2.08 1.37
H -2.57 0.01 0.03
H -3.00 -1.29 1.24
H 1.15 1.53 1.09
H 0.89 2.54 2.22
O 1.58 2.18 1.66
H -2.43 2.45 0.51
H -1.17 3.21 -0.08
O -1.50 2.39 0.29
*
```

Values from the calculation:
HOMO level   -8.17 eV
HOMO-LUMO gap   8.41 eV

D) 2 unconnected molecules or ions with the total composition C5H12O3. Source: the OMol25 dataset; level of theory: ωB97M-V/def2-TZVPD.

```
! wB97M-V def2-TZVPD RIJCOSX def2/J DEFGRID3
* xyz 0 1
C 1.22 -0.46 -0.75
C -0.56 -0.40 -0.76
C -1.11 -1.53 0.09
O 1.74 0.59 -1.48
O 1.69 -0.42 0.54
O 1.59 -1.65 -1.36
H 1.90 -1.37 -2.24
H 1.12 1.34 -1.41
H 2.10 -1.29 0.70
H -0.66 -0.68 -1.82
H -1.31 0.39 -0.83
H -1.24 -1.22 1.13
H -2.06 -1.89 -0.30
H -0.44 -2.40 0.11
C -0.39 1.93 0.78
C -0.98 1.61 1.95
H -0.45 1.00 2.68
H -0.86 2.61 0.07
H 0.70 1.91 0.72
H -1.99 1.92 2.18
*
```

Values from the calculation:
HOMO level   -9.53 eV
HOMO-LUMO gap   10.31 eV

Quick ranking, most stable first: C), A), D), B).

A) 2 unconnected molecules or ions with the total composition C5H10O. Source: the OMol25 dataset; level of theory: ωB97M-V/def2-TZVPD.

```
! wB97M-V def2-TZVPD RIJCOSX def2/J DEFGRID3
* xyz -1 2
C -2.52 0.76 2.26
C -1.73 0.81 1.12
C -0.58 0.08 0.83
C 0.33 0.36 -0.20
C 1.71 -0.28 -0.24
H -3.43 1.33 2.21
H -2.20 0.09 3.04
H -1.87 1.62 0.41
H -0.15 -0.47 1.67
H 0.08 1.12 -0.92
H 2.51 0.40 -0.55
H 1.62 -1.13 -0.91
H 2.02 -0.65 0.75
H 0.84 -1.29 -2.61
H 1.99 -1.03 -3.60
O 1.40 -1.71 -3.28
*
```

Values from the calculation:
HOMO level (spin up / spin down)   0.23 / -2.42 eV
HOMO-LUMO gap (spin up / spin down)   3.61 / 6.18 eV
Expectation value of S²   0.77

B) 2 unconnected molecules or ions with the total composition C5H10O. Source: the OMol25 dataset; level of theory: ωB97M-V/def2-TZVPD.

```
! wB97M-V def2-TZVPD RIJCOSX def2/J DEFGRID3
* xyz -1 2
C 0.39 1.41 -0.20
C -0.12 0.44 0.79
C 0.51 0.19 2.01
C -1.57 -1.18 -0.48
C -1.39 -0.11 0.42
H 0.69 2.39 0.46
H -0.27 1.89 -1.06
H 1.33 1.13 -0.66
H 1.36 0.74 2.28
H 0.48 -0.64 2.70
H -0.81 -1.59 -1.11
H -2.51 -1.49 -0.76
H -2.30 0.48 0.76
H 2.07 -0.73 -1.83
H 1.03 -1.89 -1.47
O 1.12 -1.02 -1.85
*
```

Values from the calculation:
HOMO level (spin up / spin down)   1.05 / -3.51 eV
HOMO-LUMO gap (spin up / spin down)   2.99 / 7.48 eV
Expectation value of S²   0.75

Quick ranking, most stable first: A), B).